Arrangement w

{"formula": "CBrCl2NO2", "method": "ωB97M-V/def2-TZVPD", "elements": ["C", "N", "O", "O", "Cl", "Cl", "Br"], "positions_angstrom": [[0.90, 0.52, 0.30], [-0.69, -0.53, -0.12], [-0.75, -1.54, 0.47], [-1.40, 0.01, -0.90], [1.18, 0.43, 2.11], [0.87, 2.05, -0.47], [2.40, -0.44, -0.52]], "homo_ev": -10.54, "lumo_energy_ev": -0.673, "total_charge": 0}



Arrangement x

{"formula": "CBrCl2NO2", "method": "ωB97M-V/def2-TZVPD", "elements": ["C", "N", "O", "O", "Cl", "Cl", "Br"], "positions_angstrom": [[0.39, 0.40, -0.10], [-0.75, -0.60, -0.01], [-0.54, -1.47, 0.76], [-1.65, -0.35, -0.75], [0.27, 1.34, 1.48], [0.25, 1.36, -1.54], [2.03, -0.68, 0.17]], "homo_ev": -10.97, "lumo_energy_ev": -0.775, "total_charge": 0}



Stability check: which of them is least stable? arrangement w.



Arrangement w

{"formula": "C2HClN2O", "method": "ωB97M-V/def2-TZVPD", "elements": ["Cl", "C", "C", "N", "N", "O", "H"], "positions_angstrom": [[-0.71, -1.20, -1.30], [-0.01, -0.06, -0.25], [0.89, -0.45, 0.73], [0.83, 0.63, 1.57], [0.35, 1.66, 1.07], [-0.35, 1.11, -0.01], [1.37, -1.47, 0.85]], "homo_ev": -10.09, "lumo_energy_ev": 0.429, "total_charge": 0, "smiles": "Clc1cnno1"}



Arrangement x

{"formula": "C2HClN2O", "method": "ωB97M-V/def2-TZVPD", "elements": ["N", "C", "N", "C", "O", "Cl", "H"], "positions_angstrom": [[2.75, 0.82, -1.49], [1.71, 0.98, -1.06], [0.40, 1.26, -0.91], [-0.42, 0.65, -0.16], [-1.62, 0.67, 0.16], [-3.18, 1.75, 0.23], [-0.08, -0.21, 0.50]], "homo_ev": [-10.71, -10.71], "lumo_energy_ev": [-3.291, -3.291], "total_charge": 0, "smiles": "N#C/N=C/OCl"}



Stability check: which of them is least stable? arrangement x.



Arrangement w

{"formula": "C4H8NO2", "method": "ωB97M-V/def2-TZVPD", "elements": ["C", "C", "C", "C", "N", "O", "O", "H", "H", "H", "H", "H", "H", "H", "H"], "positions_angstrom": [[0.72, 1.20, 0.15], [-0.64, 1.42, 0.20], [-1.78, -0.65, -0.49], [2.35, -0.53, -0.03], [1.14, -0.11, 0.09], [-1.73, 0.64, -0.01], [-1.07, -1.43, 0.38], [1.55, 1.86, 0.25], [-1.13, 2.43, 0.39], [-2.79, -0.79, -0.37], [-1.35, -0.68, -1.47], [2.67, -1.51, -0.03], [3.09, 0.12, -0.29], [0.29, -0.88, 0.01], [-1.33, -1.08, 1.24]], "homo_ev": [-11.17, -16.45], "s2": 2.005, "lumo_energy_ev": [-3.475, -7.616], "total_charge": 1, "multiplicity": 3}



Arrangement x

{"formula": "C4H8NO2", "method": "ωB97M-V/def2-TZVPD", "elements": ["C", "C", "C", "C", "N", "O", "O", "H", "H", "H", "H", "H", "H", "H", "H"], "positions_angstrom": [[1.22, -0.39, 0.43], [0.17, 0.87, 0.53], [-1.03, 0.20, -0.14], [-0.11, -1.10, -0.23], [-2.22, 0.51, -0.46], [2.18, -0.25, -0.53], [0.05, -1.68, -1.45], [-0.02, 1.28, 1.53], [0.53, 1.69, -0.09], [-0.55, -1.83, 0.47], [1.52, -0.80, 1.39], [3.05, -0.10, -0.14], [-2.62, 1.42, -0.23], [-2.80, -0.15, -0.98], [0.89, -1.38, -1.84]], "homo_ev": [-10.73, -15.19], "s2": 2.007, "lumo_energy_ev": [-2.880, -8.552], "total_charge": 1, "multiplicity": 3}



Stability check: which of them is least stable? arrangement x.



Arrangement w

{"formula": "C2H3N2P", "method": "ωB97M-V/def2-TZVPD", "elements": ["C", "N", "C", "P", "N", "H", "H", "H"], "positions_angstrom": [[-0.80, -0.52, -0.82], [-0.86, -0.68, 0.61], [0.26, -0.12, 1.05], [1.40, 0.49, -0.25], [0.26, -0.01, -1.35], [-1.53, -0.92, -1.42], [0.41, 0.01, 2.03], [0.86, 1.73, 0.14]], "homo_ev": -10.22, "lumo_energy_ev": -0.121, "total_charge": 0, "smiles": "C1=NC=[PH]=N1"}



Arrangement x

{"formula": "C2H3N2P", "method": "ωB97M-V/def2-TZVPD", "elements": ["C", "C", "N", "N", "P", "H", "H", "H"], "positions_angstrom": [[0.29, -0.55, -0.32], [-0.91, 0.07, -0.68], [0.91, -0.01, 0.71], [0.21, 1.00, 1.11], [-1.20, 1.42, 0.38], [0.73, -1.41, -0.79], [-1.54, -0.24, -1.49], [0.88, 1.76, 2.38]], "homo_ev": -9.12, "lumo_energy_ev": -0.864, "total_charge": 0}



Stability check: which of them is least stable? arrangement x.



Arrangement w

{"formula": "C4H8O", "method": "ωB97M-V/def2-TZVPD", "elements": ["C", "C", "C", "O", "C", "H", "H", "H", "H", "H", "H", "H", "H"], "positions_angstrom": [[1.07, -1.68, -0.60], [-0.17, -1.01, -0.15], [-0.31, 0.35, 0.13], [0.64, 1.15, -0.36], [-1.33, 1.00, 0.94], [1.55, -1.19, -1.44], [0.76, -2.70, -0.76], [1.84, -1.72, 0.19], [-0.88, -1.73, 0.24], [0.17, 1.69, -1.02], [-0.90, 1.04, 1.95], [-2.23, 0.42, 1.11], [-1.51, 2.03, 0.67]], "homo_ev": [-15.58, -17.36], "s2": 0.752, "lumo_energy_ev": [-4.549, -8.081], "total_charge": 1, "multiplicity": 2}



Arrangement x

{"formula": "C4H8O", "method": "ωB97M-V/def2-TZVPD", "elements": ["C", "C", "H", "H", "H", "H", "C", "C", "O", "H", "H", "H", "H"], "positions_angstrom": [[-2.80, -0.46, -2.16], [-3.46, 0.07, -1.08], [-3.43, -0.96, -2.99], [-1.90, 0.01, -2.43], [-4.45, 0.56, -1.03], [-3.06, 0.12, -0.08], [3.40, -0.69, 1.43], [2.41, 0.18, 1.73], [1.72, 0.88, 0.72], [4.09, -1.09, 2.08], [3.50, -0.98, 0.35], [2.13, 0.53, 2.74], [1.84, 1.85, 0.71]], "homo_ev": [-11.62, -11.62], "s2": 0.755, "lumo_energy_ev": [-7.272, -9.279], "total_charge": 1, "multiplicity": 2}



Stability check: which of them is least stable? arrangement x.



Arrangement w

{"formula": "C10H16N2O7", "method": "ωB97M-V/def2-TZVPD", "elements": ["N", "C", "C", "C", "C", "O", "O", "C", "O", "N", "C", "C", "C", "C", "O", "O", "C", "O", "O", "H", "H", "H", "H", "H", "H", "H", "H", "H", "H", "H", "H", "H", "H", "H", "H"], "positions_angstrom": [[1.95, -2.02, 1.50], [1.26, -0.74, 0.94], [2.17, 0.46, 1.12], [3.56, 0.25, 0.44], [3.62, 0.44, -1.09], [2.73, 0.71, -1.98], [4.97, 0.33, -1.50], [0.67, -1.07, -0.48], [1.03, -2.11, -1.12], [-0.26, -0.22, -1.02], [-1.24, 0.78, -0.42], [-2.13, 0.05, 0.65], [-3.24, -0.94, 0.16], [-4.36, -0.32, -0.65], [-4.55, 0.89, -0.75], [-5.25, -1.20, -1.22], [-0.73, 2.11, -0.04], [0.36, 2.45, -0.54], [-1.38, 2.82, 0.85], [2.84, -1.95, 1.13], [1.39, -2.74, 1.01], [0.43, -0.40, 1.53], [2.27, 0.64, 2.20], [1.67, 1.42, 0.89], [4.40, 0.68, 1.00], [3.72, -0.84, 0.73], [4.89, 0.31, -2.53], [-0.30, -0.23, -2.01], [-1.92, 1.12, -1.27], [-2.73, 0.77, 1.15], [-1.47, -0.47, 1.40], [-2.74, -1.68, -0.38], [-3.52, -1.34, 1.11], [-5.81, -0.57, -1.73], [-2.29, 2.61, 0.93]], "homo_ev": -9.80, "lumo_energy_ev": 0.260, "total_charge": 0, "smiles": "N[C@@H](CCC(=O)O)C(=O)N[C@@H](CCC(=O)O)C(=O)O"}



Arrangement x

{"formula": "C10H16N2O7", "method": "ωB97M-V/def2-TZVPD", "elements": ["N", "C", "C", "C", "C", "O", "O", "C", "O", "N", "C", "C", "C", "C", "O", "O", "C", "O", "O", "H", "H", "H", "H", "H", "H", "H", "H", "H", "H", "H", "H", "H", "H", "H", "H"], "positions_angstrom": [[-2.83, 1.93, 1.02], [-1.82, 1.09, 0.37], [-2.45, 0.37, -0.84], [-3.51, -0.68, -0.43], [-3.00, -2.07, -0.07], [-3.53, -3.10, -0.33], [-1.75, -2.08, 0.53], [-0.62, 1.94, -0.07], [-0.71, 3.16, -0.13], [0.58, 1.34, -0.28], [0.96, -0.04, -0.11], [2.12, -0.41, -1.03], [3.44, 0.35, -0.82], [4.54, -0.58, -0.27], [5.27, -1.23, -0.97], [4.58, -0.65, 1.04], [1.32, -0.33, 1.32], [2.27, 0.16, 1.91], [0.48, -1.17, 1.94], [-3.07, 2.62, 0.33], [-2.45, 2.39, 1.82], [-1.56, 0.30, 1.07], [-1.69, -0.16, -1.44], [-2.94, 1.12, -1.49], [-4.15, -0.83, -1.30], [-4.20, -0.21, 0.32], [-1.58, -3.04, 0.69], [1.36, 1.96, -0.47], [0.07, -0.65, -0.32], [1.76, -0.26, -2.06], [2.41, -1.47, -1.00], [3.39, 1.21, -0.15], [3.78, 0.71, -1.79], [3.85, -0.19, 1.54], [-0.33, -1.48, 1.49]], "homo_ev": -10.18, "lumo_energy_ev": 0.051, "total_charge": 0, "smiles": "N[C@@H](CCC(=O)O)C(=O)N[C@@H](CCC(=O)O)C(=O)O"}



Stability check: which of them is least stable? arrangement w.